DFT (ωB97M-V/def2-TZVPD) results for C3H5NO2 in the gas phase.

Calculated values
Orbital gap = 11.40 eV
2S+1 = 1
Energy above the lowest of the compared OMol25 structures with the same formula, charge and spin = 131.0 kJ/mol

Last column: Löwdin charge in e.
Element x y z (Å)
N (-0.041, 1.453, -0.608)  0.120
C (1.554, -0.535, 0.335)  -0.362
O (0.651, -1.076, -0.504)  -0.042
C (-0.693, -0.808, -0.141)  -0.171
C (-0.926, 0.687, -0.129)  -0.202
O (1.326, -0.160, 1.454)  0.069
H (-0.286, 2.435, -0.505)  0.064
H (2.530, -0.490, -0.163)  0.147
H (-0.942, -1.245, 0.832)  0.127
H (-1.312, -1.286, -0.907)  0.130
H (-1.861, 1.024, 0.335)  0.119